DFT (wB97M-V/def2-TZVPD) results for one molecule with the formula C5H5NO2 in a non-equilibrium geometry.

Atoms and positions in Å:
O (-3.1290, -0.1121, -0.1693)
O (2.9002, -0.3766, -0.1426)
N (-1.1842, -1.3741, 0.0370)
C (-0.7501, 1.0385, -0.1049)
C (1.7586, 0.5378, 0.0656)
C (0.0768, -1.0450, 0.0253)
C (0.4848, 0.2934, 0.1237)
C (-1.7855, -0.0425, 0.0563)
H (0.7761, -1.9743, 0.0228)
H (-0.8580, 2.0358, -0.3261)
H (-3.3042, 0.7695, 0.4409)
H (2.2349, 1.5617, 0.2279)
H (2.7796, -1.3121, -0.2565)

Force components x, y, z for each atom (eV/Å):
O 0.597 4.828 3.545
O -1.865 3.298 0.833
N 0.833 3.373 0.234
C -3.031 -4.992 2.227
C 6.046 0.597 -0.030
C 0.344 -6.232 0.577
C -2.335 -0.063 -1.521
C 3.295 0.335 -2.699
H -0.889 1.911 0.072
H -0.447 2.023 -0.149
H -0.701 -3.005 -2.528
H -0.773 -1.565 -0.552
H -1.075 -0.508 -0.009

Summary:
Largest force on an atom (Eh/bohr): 0.12190
SMILES: O/C=C1\C=NC(O)=C1
Energy above the lowest of the compared OMol25 structures with the same formula, charge and spin (kcal/mol): 94.8
E_HOMO (eV): -8.3
Frontier orbital gap (eV): 7.97
Net charge: 0

Atomic charges from the Löwdin analysis, expressed in e, are listed below: atom 1 (O): 0.016, atom 2 (O): -0.019, atom 3 (N): 0.132, atom 4 (C): 0.053, atom 5 (C): -0.014, atom 6 (C): -0.166, atom 7 (C): -0.297, atom 8 (C): -0.329, atom 9 (H): 0.147, atom 10 (H): 0.061, atom 11 (H): 0.197, atom 12 (H): 0.156, atom 13 (H): 0.063